The following is a DFT calculation (wB97M-V/def2-TZVPD) of a molecular structure, C23H37N2O10P3STeW in a non-equilibrium geometry.

Structure (XYZ):
```
78
Properties=species:S:1:pos:R:3:forces:R:3:lowdin_charge:R:1
W 0.3584 -0.3985 -0.1938 -2.00 -0.54 0.29 1.396
N 5.0344 -0.5377 0.0120 -0.24 -0.02 0.13 0.193
C 3.8722 -1.5020 0.1792 -0.89 -0.08 0.24 -0.459
C 4.3369 -2.9448 0.2670 0.14 0.12 -0.08 -0.076
P 2.6137 -1.1910 -1.2046 1.24 0.08 0.50 0.351
O 3.7392 -1.4507 -2.3160 -0.11 0.02 -0.25 -0.113
O 1.5534 -2.1827 -0.7103 0.35 0.76 -0.68 -0.369
O 2.2587 0.2477 -0.6647 -0.07 -0.74 -0.85 -0.482
P 2.9844 -0.9717 1.7695 0.36 0.12 0.05 0.361
O 3.4594 0.5712 1.8013 0.10 0.02 0.36 -0.221
O 3.5086 -1.7208 2.9207 0.08 -0.07 -0.15 -0.266
O 1.4718 -0.9965 1.5364 0.27 0.32 0.27 -0.560
H 5.9009 -0.9217 0.3839 0.03 -0.01 -0.03 0.166
H 4.7720 0.3041 0.5566 0.04 0.09 -0.11 0.127
H 5.1431 -0.2980 -0.9739 0.18 -0.08 -0.02 0.145
H 5.0190 -3.1931 -0.5500 0.00 -0.01 0.01 0.084
H 3.4613 -3.5863 0.1712 0.02 -0.02 0.04 0.083
H 4.7982 -3.1524 1.2338 0.05 0.00 -0.03 0.081
H 3.3713 -1.4077 -3.2136 -0.08 0.10 0.05 0.097
H 2.7008 1.2020 1.7967 -0.04 -0.01 -0.23 -0.052
C -1.2583 -4.0127 -7.7766 0.03 0.05 0.03 -0.053
C -0.8822 -3.2784 -6.5175 -0.01 -0.01 -0.08 -0.277
C -1.3480 -3.6844 -5.2747 0.10 -0.05 0.02 -0.036
C -1.0191 -2.9832 -4.1197 0.01 -0.03 0.13 -0.056
C -0.2001 -1.8714 -4.2029 -0.85 0.72 -0.22 -0.292
C 0.2573 -1.4392 -5.4466 0.06 -0.10 0.05 -0.088
C -0.0646 -2.1489 -6.5881 0.05 -0.03 0.05 -0.046
S -0.0734 -0.6137 -2.8501 2.57 -3.37 -0.97 0.962
O 1.5103 -0.7772 -2.7955 -0.42 0.20 -0.59 -0.505
O -0.6272 -1.5062 -1.6916 -0.54 0.43 -0.63 -0.562
N -0.0489 0.8831 -1.6745 -0.34 0.92 2.66 -0.370
C -1.4579 1.3166 -1.7170 -0.20 -0.71 -0.11 -0.250
C -2.3004 0.2619 -0.9707 -0.02 0.65 -0.24 -0.634
O -3.3377 -0.1941 -1.3807 -0.15 0.18 0.29 0.097
O -1.6950 -0.0926 0.1556 0.26 -0.08 -0.49 -0.381
H -2.0221 -4.7653 -7.5866 0.01 -0.01 0.00 0.074
H -0.3890 -4.5098 -8.2112 -0.01 -0.02 0.00 0.082
H -1.6422 -3.3151 -8.5224 -0.01 -0.03 -0.02 0.080
H -1.9929 -4.5525 -5.2035 0.00 -0.01 -0.01 0.112
H -1.4059 -3.2920 -3.1574 -0.04 0.01 -0.02 0.104
H 0.8596 -0.5390 -5.5090 -0.02 0.01 -0.06 0.108
H 0.2982 -1.8123 -7.5527 0.00 0.00 0.00 0.114
H -1.8167 1.4034 -2.7425 0.03 0.11 -0.01 0.111
H -1.5550 2.2821 -1.2210 0.10 0.00 0.06 0.085
C 1.0398 -3.9659 2.5733 -0.10 0.02 -0.03 -0.126
C -0.1162 -3.9833 1.5758 0.65 0.14 -0.41 -0.351
P -0.8378 -2.3642 1.0906 -0.78 0.03 0.98 0.995
C -1.2621 -1.6334 2.7114 -0.02 0.01 0.12 -0.380
C -2.2267 -2.4248 3.5925 0.05 0.02 -0.09 -0.119
C -2.4737 -2.8436 0.3900 0.13 -0.03 -0.38 -0.347
C -3.0311 -4.2316 0.7056 0.07 0.07 0.02 -0.141
H 1.4354 -4.9761 2.6929 -0.04 -0.01 0.04 0.078
H 0.7143 -3.6148 3.5534 0.04 0.02 0.00 0.075
H 1.8512 -3.3245 2.2546 0.05 -0.05 0.04 0.020
H -0.9285 -4.5830 1.9821 -0.09 0.03 -0.11 0.062
H 0.2193 -4.4513 0.6450 -0.11 -0.10 0.01 0.087
H -1.6810 -0.6490 2.5068 0.04 0.02 -0.05 0.055
H -0.3198 -1.4680 3.2345 0.02 0.03 -0.03 0.064
H -3.1961 -2.5469 3.1082 -0.01 -0.02 0.04 0.064
H -2.3897 -1.8790 4.5231 0.00 -0.04 0.01 0.076
H -1.8382 -3.4132 3.8461 -0.02 0.00 0.01 0.067
H -2.3778 -2.7427 -0.6918 -0.07 0.11 0.00 0.063
H -3.1715 -2.0671 0.6973 0.03 0.04 -0.04 0.084
H -2.3877 -5.0219 0.3183 -0.02 -0.03 0.02 0.068
H -4.0048 -4.3356 0.2248 0.00 0.00 0.01 0.077
H -3.1714 -4.3931 1.7743 0.01 -0.05 -0.01 0.056
Te 0.3381 1.9094 1.1884 -0.99 0.39 3.01 0.996
C -0.5684 1.5394 3.6230 1.30 0.74 -2.72 -0.298
C 0.3308 1.1262 4.5838 0.05 -0.05 0.09 -0.142
C 0.0837 1.4778 5.9073 -0.13 -0.18 0.02 -0.090
C -1.0409 2.2262 6.2331 0.01 0.03 0.00 -0.100
C -1.9303 2.6216 5.2432 -0.09 -0.18 0.03 -0.094
C -1.6931 2.2806 3.9136 -0.06 0.02 0.07 -0.153
H 1.2110 0.5504 4.3251 0.03 0.08 -0.01 0.093
H 0.7738 1.1683 6.6825 0.01 0.00 0.00 0.102
H -1.2183 2.5113 7.2622 0.00 0.00 0.00 0.099
H -2.8077 3.2014 5.5016 0.00 0.01 0.00 0.100
H -2.3669 2.6032 3.1310 0.04 0.06 0.00 0.092
```
Positions in Å, forces in eV/Å.

Values from the calculation:
HOMO (spin up / spin down)	-7.5 / -7.5	eV
spin multiplicity	1



The following is a DFT calculation (wB97M-V/def2-TZVPD) of a molecular structure, C33H26AsF6IrN4O2S2 in a non-equilibrium geometry.

Structure (XYZ):
```
75
Properties=species:S:1:pos:R:3:forces:R:3:lowdin_charge:R:1
Ir -1.1271 0.1351 1.0590 0.25 -0.53 1.31 0.946
C 1.0104 -1.2377 -1.5461 -0.03 0.07 -0.05 -0.090
N 0.1170 -1.7566 -0.5472 0.11 -0.06 0.08 -0.136
C -1.1100 -2.3303 -1.1107 -0.06 -0.11 -0.14 -0.150
C -2.1284 -2.6746 -0.0464 0.01 -0.15 0.02 -0.190
N -2.7748 -1.4853 0.5258 -0.27 0.18 -0.01 -0.271
C -3.8544 -1.0266 -0.3943 -0.04 0.00 0.06 -0.052
C -3.4062 -1.7502 1.8115 -0.05 0.04 0.00 -0.342
C -3.8973 -3.0046 2.1322 -0.04 -0.02 0.03 -0.028
C -4.5497 -3.2162 3.3389 0.01 -0.03 -0.02 -0.066
C -4.7379 -2.1652 4.2227 -0.02 0.02 0.01 -0.078
C -4.2724 -0.9036 3.8974 -0.01 0.00 0.01 -0.100
C -3.5908 -0.6825 2.7016 -0.03 0.00 0.04 -0.612
S -2.9122 0.8951 2.3608 0.20 -0.17 -0.23 0.698
C 0.8302 -2.7087 0.2931 -0.03 0.07 -0.01 -0.269
C 1.5871 -3.6982 -0.3359 0.03 0.01 0.00 -0.041
C 2.3268 -4.6143 0.3865 -0.03 0.03 0.06 -0.082
C 2.2966 -4.5425 1.7746 0.03 -0.02 -0.02 -0.084
C 1.5218 -3.5889 2.4019 -0.02 0.00 0.05 -0.119
C 0.7499 -2.6563 1.6887 0.10 -0.11 0.07 -0.581
S -0.2974 -1.6232 2.6414 -0.34 0.34 -0.48 0.668
H 1.0869 -1.8786 -2.4310 0.02 0.07 -0.06 0.143
H 1.9882 -1.1019 -1.0929 0.01 0.06 -0.01 0.148
H -0.1674 0.4929 -1.4358 -0.04 0.09 -0.03 0.114
H -0.8747 -3.2536 -1.6563 0.02 0.00 -0.08 0.138
H -1.5258 -1.6226 -1.8258 -0.03 -0.01 -0.01 0.092
H -1.6492 -3.2260 0.7615 0.00 -0.02 -0.01 0.107
H -2.8837 -3.3220 -0.5048 0.01 -0.04 0.01 0.131
H -4.6577 -1.7691 -0.3980 0.00 0.01 -0.01 0.106
H -3.4631 -0.9046 -1.3970 0.01 0.02 -0.04 0.077
H -4.2399 -0.0671 -0.0625 0.00 0.01 0.01 0.071
H -3.7733 -3.8314 1.4467 -0.01 -0.01 0.02 0.111
H -4.9146 -4.2054 3.5822 0.00 0.00 0.00 0.106
H -5.2464 -2.3266 5.1638 0.00 0.00 0.00 0.106
H -4.4094 -0.0739 4.5786 0.00 0.00 0.00 0.105
H 1.5982 -3.7547 -1.4187 -0.01 0.01 0.00 0.111
H 2.9124 -5.3680 -0.1219 0.00 0.00 0.01 0.102
H 2.8735 -5.2393 2.3692 -0.01 0.00 0.00 0.106
H 1.4832 -3.5486 3.4830 0.01 -0.01 0.00 0.097
N 6.7129 5.3979 4.2662 0.00 0.00 -0.01 0.149
C 5.8027 4.8198 3.8673 0.02 0.01 0.02 -0.190
C 4.6675 4.0944 3.3683 -0.01 -0.01 -0.01 -0.239
C 4.5804 2.7170 3.5658 0.00 0.00 0.00 -0.025
C 3.4936 2.0190 3.0774 0.02 0.02 0.00 -0.016
C 2.4743 2.6854 2.3881 0.00 0.01 -0.02 -0.243
C 2.5680 4.0686 2.2013 0.00 0.00 0.00 -0.017
C 3.6562 4.7678 2.6849 0.00 0.00 0.00 -0.026
C 1.3610 1.9543 1.8817 0.04 -0.02 0.01 -0.121
C 0.4379 1.2854 1.4504 -0.04 0.31 -0.52 -0.283
H 5.3679 2.2022 4.0993 0.00 0.00 0.00 0.119
H 3.4172 0.9502 3.2238 0.00 0.00 0.00 0.120
H 1.7762 4.5829 1.6741 0.00 0.00 0.00 0.121
H 3.7293 5.8372 2.5402 0.00 0.00 0.00 0.119
F -1.9466 0.7930 -1.4379 -0.05 0.03 -0.06 -0.351
As -2.5072 2.4488 -1.9256 0.25 0.13 0.16 0.750
F -4.0879 2.0267 -1.3994 0.00 0.00 -0.05 -0.221
F -2.8114 1.7801 -3.4880 0.01 -0.02 -0.06 -0.231
F -0.8298 2.7081 -2.4088 -0.04 -0.09 -0.02 -0.229
F -2.9571 4.0173 -2.4285 -0.01 -0.02 -0.02 -0.212
F -2.0875 2.9817 -0.3423 -0.07 -0.01 -0.06 -0.254
O 2.4448 1.2787 -1.1497 0.01 -0.03 -0.04 0.215
C 1.7355 1.1447 -2.0814 0.00 -0.05 0.06 -0.271
N 0.5828 0.1275 -2.0648 0.18 -0.10 -0.01 0.105
C 0.0442 0.1094 -3.4936 -0.07 -0.06 0.06 -0.297
O -0.7763 -0.6721 -3.8304 0.06 -0.02 -0.03 0.200
C 0.7959 1.1206 -4.2337 -0.04 0.06 0.01 -0.096
C 0.6318 1.4874 -5.5576 -0.04 0.03 0.00 0.038
C 1.4604 2.4874 -6.0419 -0.01 0.00 -0.02 -0.026
C 2.4206 3.0921 -5.2283 0.01 0.01 0.00 -0.027
C 2.5821 2.7154 -3.9042 -0.03 0.00 0.03 0.035
C 1.7468 1.7207 -3.4259 0.02 0.06 -0.02 -0.094
H -0.1263 1.0225 -6.1720 0.00 0.00 0.00 0.135
H 1.3596 2.8120 -7.0687 0.00 0.00 0.00 0.116
H 3.0460 3.8720 -5.6410 0.00 0.00 0.00 0.116
H 3.3162 3.1795 -3.2605 0.00 0.00 0.00 0.134
```
Positions in Å, forces in eV/Å.

Values from the calculation:
HOMO (spin up / spin down)	-6.6 / -7.7	eV
spin multiplicity	5



The following is a DFT calculation (wB97M-V/def2-TZVPD) of a single C4H6N2O molecule in a non-equilibrium geometry.

Structure (XYZ):
```
13
Properties=species:S:1:pos:R:3:forces:R:3:nbo_charge:R:1
C 0.0032 -1.2963 -0.3732 1.23 -3.65 6.03 -0.137
C 1.1414 0.6829 0.4627 1.23 1.13 -1.94 -0.178
C 0.1815 1.4023 -0.4641 1.51 1.66 -0.09 0.084
C -1.2786 -0.9320 0.5106 2.90 0.71 -1.54 0.022
H -0.1741 -1.0527 -1.2784 -1.79 1.93 -6.24 0.175
H -0.0393 -2.4416 -0.3871 1.40 1.46 0.30 0.203
H 0.6286 0.5849 1.4780 1.33 -0.02 -1.11 0.208
H 2.0557 1.4430 0.3187 -1.27 -2.49 1.36 0.214
H 0.6782 2.3007 -1.1952 -1.94 -2.65 1.91 0.203
H -1.9172 -1.4990 1.1925 0.74 -0.55 -0.39 0.221
N -1.0534 1.1700 -0.3996 -0.94 0.65 -2.36 -0.267
N -1.6565 0.2549 0.3627 -1.28 1.73 1.70 -0.224
O 1.4305 -0.6170 -0.2276 -3.11 0.10 2.36 -0.523
```
Positions in Å, forces in eV/Å.

Values from the calculation:
HOMO	-9.3	eV
spin multiplicity	1
structure (SMILES)	C1=NN=CCOC1



The following is a DFT calculation (wB97M-V/def2-TZVPD) of 8 unconnected molecules or ions with the total composition FH14O7 in a non-equilibrium geometry.

Structure (XYZ):
```
22
Properties=species:S:1:pos:R:3:forces:R:3:nbo_charge:R:1
F 0.0206 0.3439 0.1126 -0.59 -0.36 0.18 -0.816
O 0.2836 2.1649 -1.5514 0.54 1.28 -1.70 -0.962
H -0.4374 2.7309 -1.3124 -0.34 0.60 0.10 0.439
H 0.3156 1.5429 -0.8414 0.12 -0.96 0.99 0.485
O -2.4614 1.1769 -0.6234 -1.72 1.70 -0.93 -0.958
H -2.3344 2.0489 -1.0694 -0.14 -1.34 0.56 0.449
H -1.5984 0.8689 -0.4054 1.41 -0.41 0.38 0.491
O 0.7506 1.5989 2.2126 0.97 0.10 1.49 -0.998
H 0.3746 1.0939 1.4746 0.26 -0.31 -0.08 0.500
H 1.4596 1.0659 2.6486 -1.08 0.48 -0.96 0.463
O 2.4866 -0.3041 0.1606 1.03 0.54 0.17 -0.980
H 3.1106 0.4399 0.2816 -0.76 -0.57 -0.19 0.452
H 1.5916 0.0809 0.0696 0.40 -0.17 0.17 0.492
O 0.1126 -1.1851 -2.0544 -0.65 0.36 0.19 -0.959
H 0.1036 -0.4961 -1.3554 0.47 -0.12 -0.35 0.494
H -0.8274 -1.4121 -2.0224 0.11 -0.27 -0.38 0.463
O 0.2896 -3.0771 -0.0324 -0.92 1.36 0.53 -1.028
H 0.4986 -2.4311 -0.7524 -0.04 -0.77 0.54 0.485
H -0.3454 -2.5281 0.5516 1.24 -1.50 -1.12 0.476
O -1.4114 -1.4801 1.3576 -0.73 -0.52 0.32 -0.956
H -0.8784 -0.8301 0.8936 0.34 0.86 -0.40 0.502
H -1.1044 -1.4121 2.2576 0.07 0.00 0.49 0.467
```
Positions in Å, forces in eV/Å.

Values from the calculation:
HOMO	-6.5	eV
spin multiplicity	1
net charge	-1



Relative energy (zero: lowest compared OMol25 entry of this formula, charge and spin) across the listed records, respectively: 118.0, 39.8, 134.4, 8.3 kcal/mol.